[1]
Below is a 17-piece molecular cluster, C44H63Br3FN18 overall, with properties calculated with ωB97M-V/def2-TZVPD.

Summary:
- spin multiplicity = 1
- charge = +1
- LUMO (Ha) = -0.1607
- gap between HOMO and LUMO (eV) = 7.2

Atoms and positions in Å:
C -5.8911 4.4903 -6.7953
C 6.0045 1.9846 4.1253
H -5.1122 -1.0582 0.5870
C 3.5281 -1.4231 -4.2509
H -7.8309 2.9380 -3.0022
C 2.9496 -4.5852 0.4703
H 6.6209 -9.8802 -0.0084
C -6.9492 2.8348 -2.3656
F 0.1090 -4.6174 -0.7251
N -7.5891 0.9312 0.7133
N 5.8713 1.5145 3.0844
N 3.8865 9.3020 5.7580
H -6.5633 -0.3029 -4.2485
C 1.7360 -3.7910 1.0837
H -8.5817 10.3269 1.2226
N -7.7688 5.2342 -0.4593
H 1.7019 -9.1639 1.0448
N -5.4931 9.6002 1.4499
H 0.0661 -2.0881 2.8260
C -8.0577 9.7004 1.9471
H -5.5518 7.1521 0.7769
N 1.7249 -2.0701 -6.1792
H -0.9957 -1.5716 -4.6068
C -7.0791 -5.7622 0.1441
H -8.2577 10.1119 2.9385
H -6.1262 5.2501 -7.5434
H 5.4432 2.1953 6.1628
H 7.3730 -9.7955 -1.5928
H 2.0025 -7.0052 -6.1721
H 2.9048 -7.6757 -4.8187
H -5.3917 4.9941 -5.9652
C 2.1938 -6.8972 -5.1026
H 3.7810 -1.9700 0.5243
H -5.5740 5.7156 1.7925
C 6.6023 9.5275 2.8233
H 5.2655 8.7440 1.3711
C 3.9550 -1.0679 3.8085
H 6.4072 8.2599 5.8147
N -3.7362 -3.2182 1.2876
Br 3.4892 -5.7259 3.1689
C -6.7070 -5.1005 -1.1075
N -7.9328 -2.0421 -1.9635
H 4.6019 8.8360 2.9988
N 7.6610 9.6708 3.2483
H -8.1542 -0.7431 -4.8593
C 8.0608 -8.3369 -0.2113
C -7.2818 -1.1228 -4.3233
C 0.6037 -2.0239 -5.9287
N -4.9006 1.9013 -3.6984
H 2.5961 -1.5021 -3.6874
H 2.0731 -2.7259 2.9011
C 0.4442 -1.8849 1.7643
N 5.3933 -0.2286 -2.8585
N 3.1026 -4.5157 -4.5275
C 2.7019 -5.5631 -4.7805
Br 3.2871 -4.2898 -1.4763
H -6.3856 -1.8063 -0.3663
C 4.9721 -6.2955 0.5894
C 4.1243 -0.9248 2.4324
C -6.9725 -0.0365 0.6459
C 1.9808 -2.3856 1.8129
N 4.4196 -9.6878 -0.5217
H 3.3052 -0.8839 -5.1701
H -7.0584 -4.0665 -1.1366
C 3.7634 -5.4508 1.2098
C -7.0939 3.7853 -6.3496
H 4.9039 12.1677 4.8234
H 5.8792 7.1641 4.5464
H 5.8498 -6.2940 1.3248
C -5.6082 6.0615 0.7573
H 3.8215 -2.4329 -4.5319
H 1.2570 -7.1057 -4.5815
H 4.7861 10.2995 2.0389
H 3.7048 12.4613 6.0771
N -7.3714 -6.2808 1.1277
H -7.2227 2.1777 -1.5370
C 7.5583 -9.6757 -0.5238
H -5.6233 -5.0789 -1.2433
C 5.2535 9.3434 2.2837
H 4.6934 -7.4013 0.4724
N 0.4861 -3.7629 0.2263
C 1.8707 -9.5660 0.0436
H 8.2682 -10.4513 -0.2281
C -6.6214 9.6443 1.6689
H -6.8291 -1.8976 -4.9456
H 4.7606 -0.7077 4.5241
H 5.0493 -0.3544 2.0886
H 1.3343 -8.9256 -0.6597
H -1.2860 -2.9537 -5.6569
H -5.1681 3.8053 -7.2424
C -0.8244 -1.9651 -5.6110
C -2.6827 -2.4594 1.2970
H 3.0360 -1.5411 4.2946
C 6.4851 7.2340 5.4516
H -4.7044 5.6983 0.2635
H -2.0523 -2.9818 -0.8013
H 2.7570 -0.4934 0.7597
H 7.1659 2.3789 5.8590
C -1.6925 -2.2954 0.0372
H -8.5123 8.7082 1.9084
H -6.4027 -1.9441 1.3869
C -6.1834 -1.2648 0.5602
C 4.5737 -0.7539 -3.4719
H -2.3518 -1.8822 2.2312
C 3.2980 -9.6342 -0.2735
C 3.9040 10.4251 5.5104
H 6.0530 3.6672 5.4205
C -5.8028 2.3126 -3.1122
C 3.9264 11.8549 5.1968
C 6.0534 6.2691 6.4645
N 5.7141 5.5117 7.2614
Br 0.0406 0.0357 1.5153
H 5.3510 -5.8635 -0.3865
H -1.3637 -1.3215 -6.3089
H -6.7399 3.8191 -1.9421
N -8.0401 3.2311 -6.0005
C -0.2586 -2.7438 0.5923
H 7.5248 7.0718 5.1592
H 1.4047 -10.5527 0.0062
C -6.8176 5.5983 0.0752
N 8.4518 -7.2834 0.0344
H -4.1221 -3.1224 2.2494
C -7.6462 -1.6397 -3.0029
H -7.1314 -5.6112 -1.9744
H 3.1889 12.1090 4.4325
H -1.6877 -1.2399 -0.3722
C 6.1742 2.5832 5.4504
H 1.3600 -4.4373 1.9569
C 3.1365 -1.4285 1.3040


[2]
Below is C44H65F4N2O4PS2SeTa as an isolated structure, with properties calculated with ωB97M-V/def2-TZVPD.

Summary:
- ΔE to the lowest compared entry with this formula, charge and spin (kJ/mol) = 3.8
- spin multiplicity = 2
- charge = 0
- LUMO (alpha / beta) (Ha) = 0.0024 / 0.0102
- gap between HOMO and LUMO (alpha / beta) (eV) = 7.2 / 8.1

Atoms and positions in Å:
C -2.2045 -2.8120 -4.6644
H -5.4908 -5.3917 -0.7802
H 5.8892 -1.4520 3.6010
F 2.5058 -5.0839 -0.6173
H -4.0702 -5.3552 -1.8236
O 0.2142 -0.5652 -1.6964
H 3.7266 2.4425 -1.5819
H 6.5079 1.4992 3.0550
H -5.8046 0.5238 3.8069
H -2.1834 -0.3134 2.9924
C -0.7521 -1.4378 -1.3518
C -4.9394 0.5996 3.1442
S 3.2545 1.8293 0.8631
H -4.4734 -0.3856 3.0897
Se 0.1255 -0.8583 1.2954
C -3.4753 1.2564 5.0666
C -3.9603 1.6600 3.6671
H -1.7612 5.8632 -0.7139
H 5.2165 0.6851 -1.4712
C 3.4403 -4.1699 -0.9141
O 2.1295 0.8473 3.3174
Ta 1.6575 0.3220 -0.5891
H -0.4747 5.1452 2.7472
H 6.4436 -0.2864 4.8195
H 0.9957 1.6839 5.5642
C -1.9585 4.8467 -0.3634
H -0.4794 2.1974 -2.2984
C -0.9958 -1.7104 -0.0043
C -2.3679 2.9129 2.0890
H 5.9486 0.3219 1.8581
C -4.7034 -4.7470 -1.1747
H 1.6361 -0.9732 4.1648
C 0.1511 -2.3321 -4.1276
C 5.2750 -2.2205 -1.4926
C 5.6441 -3.5514 -1.4036
H -2.9705 0.2889 5.0510
H -1.8824 4.1672 -1.2137
H -5.3273 -2.5256 0.3151
H -0.7439 6.4352 1.5684
C 6.4769 -0.5486 3.7616
C 2.3527 1.1921 -5.1197
C -1.2773 3.0348 1.2187
H -4.0706 3.7746 4.1955
H 3.4133 1.4381 -5.1734
H -2.9347 3.8103 2.2857
H 7.5133 -0.7533 3.4883
C 1.8753 0.0422 4.4880
H 4.7169 -0.0108 -3.0095
C 0.0499 2.7838 -3.0488
H -2.7608 -4.9226 1.6735
H -1.0970 0.2261 -3.5086
O 4.5857 0.8938 3.3259
H 0.5694 4.0284 -0.7061
H 2.4496 -0.3135 -3.5838
H 4.0330 2.1949 -3.2897
C 4.3468 0.4344 -2.0809
F 1.7735 -2.5366 -0.7832
H -0.3374 3.8031 -3.0214
H 2.1649 0.4253 -5.8723
C 0.4603 4.5976 0.2039
C 3.6148 1.7277 -2.3943
C -1.9811 -2.5767 0.4258
H -5.1789 -3.9739 -1.7817
C 3.0656 -2.8521 -1.0130
H -0.1495 0.7554 4.5878
C -1.5922 -0.4708 -4.1792
C 0.7274 0.6811 5.2321
C -1.2964 -1.9305 -3.8023
C -0.9376 0.6945 1.5925
H 5.0570 -5.5893 -1.0471
H 0.2800 -3.4039 -3.9607
F 6.9390 -3.8532 -1.5841
N 2.1645 1.4908 -2.5783
H 2.7798 0.0058 5.0985
C -0.9622 4.4577 0.7366
C 3.9430 -1.8027 -1.3201
H -4.3749 -2.9325 1.7432
H -4.3206 1.1820 5.7545
C 4.7486 -4.5578 -1.1202
H -5.5638 2.8714 4.4414
H 1.7785 2.0736 -5.4059
H -2.0581 -3.8736 -4.4570
C 1.5387 2.8218 -2.7713
C -4.7052 2.9901 3.7783
H -2.6662 -0.2837 -4.1091
H 0.6657 5.6486 -0.0122
C -2.7633 1.7472 2.7246
C -1.9803 0.6246 2.4880
C 1.9306 0.6241 -3.7727
H -4.0876 -5.9644 1.1551
H -5.6843 -4.0000 1.2305
C -1.5385 -2.1133 -2.3043
S 3.4127 -1.3512 1.7634
H 0.8704 -1.8109 -3.5019
H -1.2799 -0.2648 -5.2071
H -2.1155 5.5818 2.2505
H 1.7610 3.3888 -1.8717
C -4.8812 -3.3518 0.8722
C -1.0910 5.4552 1.9014
N 3.4616 -0.5122 -1.3974
C -3.9105 -4.1451 -0.0146
C -2.7984 -3.2157 -0.4961
H -3.2610 -2.5718 -4.5304
H 0.4707 0.0810 6.1063
H -5.2927 0.8576 2.1441
H 0.3748 -2.1253 -5.1779
H -3.1421 -3.4734 -2.5765
H -2.1043 -2.7470 1.4891
H -0.1705 2.3771 -4.0362
P 3.3680 0.5145 2.3679
H -2.7745 1.9949 5.4609
F 6.2770 -1.3398 -1.6942
C -3.3015 -5.2932 0.8015
H 0.8726 0.3888 -3.7859
H 2.0588 3.3286 -3.5916
H -2.9850 4.8066 0.0065
C -0.5847 1.8549 0.8854
O 0.3679 1.7432 -0.0667
H -5.0767 3.3249 2.8078
H -1.9601 -2.6421 -5.7150
H -2.6025 -5.8709 0.1943
H 1.1991 4.2347 0.9209
C 5.9366 0.5816 2.9187
C -2.5380 -2.9670 -1.8405


For the records above, the corresponding energy values read -10521.26872, -6121.95399 hartree.